112
Properties=species:S:1:pos:R:3:forces:R:3:mulliken_charge:R:1 method="wB97M-V/def2-TZVPD" lumo_energy_ev="-2.41 / -8.06" total_charge=+1 homo_lumo_gap_ev="9.58 / 3.93" total_energy_ev=-135843.2850 multiplicity=7
Fe 2.08822 -8.79027 11.58918 -0.5 -4.2 -0.7 0.641
C 1.16011 -10.48198 8.15432 -1.0 -1.2 -1.7 -0.353
C 1.30497 -9.98183 9.51435 0.7 -0.5 -1.8 2.226
O 0.61547 -9.18313 10.09874 -4.7 3.8 1.3 -1.057
O 2.30507 -10.24249 10.16589 4.9 -2.3 1.5 -0.626
H 0.31812 -10.08725 7.58569 0.1 0.5 0.2 0.047
H 0.97317 -11.55534 8.12189 0.0 -0.3 0.5 0.156
H 2.06753 -10.42554 7.55306 0.1 0.4 0.3 -0.330
C 2.50158 -4.79863 11.89183 -0.6 -1.2 -0.2 -1.399
C 2.54965 -6.29638 11.66920 -0.2 3.2 2.2 1.297
O 2.22105 -6.97079 10.70255 -0.3 0.0 -2.7 -0.161
O 2.86632 -7.12035 12.57527 0.8 0.5 1.2 -0.130
H 3.33137 -4.31275 11.37852 -0.1 0.1 0.2 0.345
H 2.42665 -4.62159 12.96474 0.7 0.0 0.0 0.417
H 1.52858 -4.46386 11.53225 0.1 0.0 -0.6 0.346
C 0.62476 -10.46025 14.92032 -0.4 1.1 -0.4 -1.182
C 1.15695 -9.82512 13.67036 0.8 0.1 0.4 0.663
O 2.17318 -10.21742 13.07620 2.9 -2.3 -0.3 -0.390
O 0.70779 -8.84032 13.04144 -2.9 2.3 0.3 -0.485
H 1.35142 -10.81112 15.65309 0.3 -0.3 -0.7 0.388
H -0.02682 -11.24246 14.53086 -0.2 -0.2 0.5 0.202
H 0.06961 -9.68753 15.45211 -0.5 -0.2 -0.2 0.335
C -1.89847 -11.95992 10.46574 -2.4 0.3 -0.9 0.157
C -1.18920 -12.88013 11.35766 -0.8 -0.6 0.5 0.355
O -1.82615 -12.66320 12.62518 1.1 -1.6 0.1 -0.361
C -2.42692 -11.47453 12.61237 -3.0 1.9 4.0 0.637
O -3.01563 -10.95335 13.60542 2.8 -2.0 -4.2 -0.616
O -2.37658 -11.00342 11.38989 -0.6 2.2 0.0 -0.188
F 0.00333 -12.32574 11.36555 3.7 0.6 1.2 -0.213
H -2.82094 -12.37907 10.06392 0.3 -0.2 -0.8 0.275
H -1.24645 -11.41862 9.78020 -0.3 -0.5 -0.2 -0.410
H -1.03935 -13.93646 11.13447 -0.7 0.0 0.2 0.378
C 2.82995 -14.96228 6.36453 0.0 1.1 -0.2 -0.362
C 1.78005 -15.77751 5.67125 0.8 0.0 -0.8 0.398
O 0.55552 -15.41685 6.22859 -0.1 -0.4 -1.0 -0.383
C 0.73011 -14.34438 6.97795 -2.9 1.2 1.5 0.608
O -0.22851 -13.85280 7.57504 2.7 -0.3 -0.9 -0.532
O 1.99045 -13.92832 6.92970 0.7 0.6 0.9 -0.110
F 1.96151 -17.04600 5.94737 0.3 -2.7 0.4 -0.319
H 3.54582 -14.54104 5.65870 -0.3 0.4 0.1 0.201
H 3.41708 -15.49287 7.11410 -0.5 -0.1 0.3 0.266
H 1.86738 -15.67777 4.58934 -0.8 0.3 -0.1 0.248
C -1.28653 -5.97011 5.38980 1.0 1.0 -0.2 -0.440
C -2.77832 -6.00818 5.25729 0.6 1.2 1.8 0.287
O -3.09967 -7.30708 5.66975 -2.1 0.1 -1.5 -0.286
C -2.11218 -7.82284 6.34719 0.6 -1.7 3.6 0.572
O -2.24338 -8.71965 7.17455 0.8 1.5 -2.3 -0.467
O -1.01144 -7.05312 6.20744 0.6 -2.2 0.8 -0.136
F -3.22785 -5.67685 4.06933 -0.6 -0.4 -1.5 -0.294
H -0.96482 -5.12483 5.99817 0.0 0.4 -0.6 0.254
H -0.74123 -6.03710 4.44839 -0.1 0.1 -0.1 0.288
H -3.16786 -5.28779 5.97660 -0.7 -0.2 0.1 0.232
C 5.13324 -3.63449 8.08050 1.6 -0.3 -0.4 -0.696
O 4.14649 -4.60545 7.80632 -2.0 -0.5 0.2 -0.326
C 4.42432 -5.90935 7.66305 4.1 0.5 1.5 0.761
O 5.59847 -6.32282 7.89291 -3.9 0.3 -1.0 -0.698
O 3.31418 -6.55721 7.34311 0.8 0.9 0.4 -0.120
C 3.41808 -7.88100 6.87546 -0.8 -1.0 -0.9 -0.357
H 4.70344 -2.63503 8.01374 -0.2 -0.4 -0.4 0.261
H 5.93581 -3.83105 7.36962 0.1 0.6 -0.2 0.323
H 5.64537 -3.68437 9.04141 -0.5 -0.6 0.4 0.278
H 3.44163 -8.64157 7.65590 0.6 0.3 0.4 -0.220
H 4.19734 -8.00651 6.12373 0.1 0.0 0.3 0.462
H 2.45941 -8.05912 6.38830 0.1 0.1 -0.2 0.336
C -0.64837 -4.67625 13.61037 0.1 0.1 2.0 -0.809
O -0.64663 -5.47141 12.48473 0.0 -0.3 -2.4 -0.212
C -1.72173 -6.19404 12.12124 -1.7 -0.9 1.3 0.521
O -2.75295 -6.29033 12.76850 1.6 0.4 -1.1 -0.595
O -1.40257 -6.83424 11.00471 0.6 0.4 0.1 -0.043
C -2.28545 -7.79050 10.42429 -0.3 -0.6 -0.7 -0.159
H 0.19655 -3.99742 13.49461 0.0 -0.1 0.2 0.247
H -0.51327 -5.36792 14.44189 0.3 0.4 0.5 0.304
H -1.52689 -4.08657 13.87226 -0.3 -0.2 -0.7 0.374
H -2.63217 -8.55670 11.11770 0.0 0.4 0.2 0.240
H -1.71674 -8.29132 9.64080 0.2 0.1 0.2 -0.345
H -3.11352 -7.31469 9.89892 -0.2 0.2 0.4 0.451
C -4.21208 -9.32149 2.74416 -0.1 1.3 -0.3 -0.519
O -4.33251 -10.11978 3.94934 -1.6 0.9 -2.0 -0.336
C -3.24666 -10.67041 4.35673 5.4 -0.4 0.0 0.937
O -2.06204 -10.48993 3.89844 -4.2 -0.6 1.4 -0.657
O -3.53895 -11.45453 5.39942 0.6 0.0 -0.2 -0.380
C -2.43570 -12.11534 6.05584 -0.3 -0.2 0.6 -0.422
H -3.64623 -9.75721 1.92071 0.4 -0.3 0.7 0.296
H -3.85200 -8.32859 3.01357 0.8 -0.3 0.1 0.121
H -5.15060 -9.02493 2.27583 -0.7 -1.0 0.8 0.291
H -1.94055 -11.45792 6.77049 0.1 0.4 -0.5 0.080
H -1.72395 -12.57965 5.37324 -0.2 0.3 -0.1 0.322
H -2.88149 -12.87500 6.69794 -0.2 -0.1 -0.4 0.280
C 6.28556 -7.18725 11.18285 0.0 1.4 -0.5 -0.375
O 6.45932 -8.57276 11.23359 1.1 -0.9 0.4 -0.383
C 5.46751 -9.38904 11.33854 -3.2 0.5 -0.8 0.607
O 4.26079 -9.03112 11.34857 1.6 -0.1 0.5 -0.264
O 5.87121 -10.61462 11.29110 1.3 -0.5 0.3 -0.442
C 5.00096 -11.72068 11.34506 -1.3 -1.5 0.4 -0.412
H 7.29148 -6.76866 11.21436 -0.1 -0.1 0.2 0.264
H 5.67824 -6.79858 12.00028 0.0 -0.2 0.1 0.232
H 5.87534 -6.89465 10.21630 -0.2 -0.1 0.0 0.097
H 4.31893 -11.71407 12.19529 -0.3 0.8 -0.2 0.161
H 5.51675 -12.65891 11.54944 1.0 0.5 -0.3 0.400
H 4.47502 -11.87975 10.40368 -0.2 0.5 0.1 0.090
C 2.55813 -12.23465 2.30752 1.0 1.7 -1.9 -0.722
O 2.90126 -12.41740 3.64078 0.2 -0.8 3.0 -0.243
C 3.49257 -11.51630 4.47099 0.1 -0.7 0.2 0.638
O 3.67955 -10.35011 4.28305 -0.1 -0.1 -0.3 -0.531
O 3.85047 -12.17845 5.63123 -0.4 -0.8 -1.2 -0.089
C 4.84594 -11.58777 6.47526 -0.3 1.2 -0.6 -0.454
H 3.48233 -11.96769 1.79498 0.1 0.0 -0.3 0.322
H 1.88682 -11.40477 2.08676 -0.3 -0.1 0.6 0.301
H 2.18993 -13.13206 1.81036 -0.1 -0.2 0.8 0.272
H 4.44860 -10.60448 6.72698 0.5 0.2 0.2 -0.024
H 5.79133 -11.49316 5.94104 -0.1 0.1 -0.1 0.360
H 5.04070 -12.14589 7.39105 -0.6 -0.4 -0.3 0.215